(1)
This record from the OMol25 dataset describes a 2-piece molecular cluster, C6H9N2S overall in a non-equilibrium geometry. The level of theory is wB97M-V/def2-TZVPD.

Structure (ORCA input):
```
! RIJCOSX wB97M-V def2-TZVPD def2/J DEFGRID3
* xyz 1 3
C -1.26003 2.46805 -0.33604
C -0.34856 1.48453 -0.66383
C -2.50782 1.88420 -0.02788
C -0.93134 0.18783 -0.71783
C 2.36731 -1.36189 1.08587
C -0.17780 -0.92007 -1.01936
N 2.41351 -0.76388 2.25128
N -0.63089 -2.12951 -1.35658
S -2.57386 0.20033 -0.28274
H -1.21838 3.55384 -0.18714
H 0.66409 1.80007 -0.83903
H -3.25984 2.55717 0.40981
H 3.19293 -1.92334 0.60763
H 0.94271 -0.92963 -1.04265
H 3.28195 -0.76726 2.83033
H 1.60287 -0.32148 2.65713
H -1.59611 -2.26313 -1.62975
H 0.03928 -2.75585 -1.73923
*
```

Output
- Orbital gap (alpha / beta): 2.52 / 3.47 eV
- Energy above the lowest of the compared OMol25 structures with the same formula, charge and spin: 19.9 kcal per mole
- Calculated total energy: -741.27192 a.u.
- HOMO (alpha / beta): -8.724 / -11.234 eV
- LUMO energy (alpha / beta): -0.22804 / -0.28533 Eh

---

(2)
This record from the OMol25 dataset describes an isolated ion of composition C6H9N2Si and charge +1 in a non-equilibrium geometry. The level of theory is wB97M-V/def2-TZVPD.

Structure (ORCA input):
```
! RIJCOSX wB97M-V def2-TZVPD def2/J DEFGRID3
* xyz 1 1
C -1.17269 0.19521 -1.45646
N -1.08442 -0.75949 -0.34947
Si -2.21962 -2.03517 -0.18196
C 0.00598 -0.55817 0.49822
C 0.92612 0.44001 0.54785
C 2.01078 0.40080 1.54429
C 2.73545 1.51989 1.37172
C 2.09509 2.24104 0.28108
N 1.06999 1.62783 -0.19715
H -0.39054 -0.01836 -2.18559
H -0.98877 1.20156 -1.07865
H -2.14422 0.15206 -1.94311
H -3.21656 -2.09425 -1.22866
H -2.04266 -2.88652 0.97661
H 0.13207 -1.33931 1.23942
H 2.15849 -0.39543 2.24603
H 3.60511 1.84989 1.90339
H 2.40359 3.19173 -0.11568
*
```

Output
- Orbital gap (alpha / beta): 6.80 / 6.80 eV
- Energy above the lowest of the compared OMol25 structures with the same formula, charge and spin: 39.8 kcal per mole
- SMILES: C[N+](=[SiH2])/C=C1/C=CC=N1
- Calculated total energy: -632.69881 a.u.
- HOMO (alpha / beta): -12.873 / -12.874 eV
- LUMO energy (alpha / beta): -0.22331 / -0.22328 Eh

---

(3)
This record from the OMol25 dataset describes one molecule with the formula C6H9N3 in a non-equilibrium geometry. The level of theory is wB97M-V/def2-TZVPD.

Structure (ORCA input):
```
! RIJCOSX wB97M-V def2-TZVPD def2/J DEFGRID3
* xyz 0 1
H -1.04827 1.57356 -1.01543
N -0.09226 1.44866 -1.21536
C 0.81931 0.87250 -0.55912
C 2.23864 0.70058 -0.94465
C 0.54158 0.01452 0.86830
N -0.67550 -0.62792 0.52459
C -1.90548 -0.08058 0.82270
C -2.84113 -0.99551 0.44086
C -2.06764 -2.04551 -0.13783
N -0.78526 -1.77057 -0.10920
H 2.87428 1.22279 -0.06123
H 2.68049 -0.34695 -1.03206
H 2.48364 1.22280 -1.98967
H 1.26335 -0.87000 1.00180
H 0.48571 0.85527 1.66967
H -2.16808 0.77180 1.33504
H -3.88196 -0.96870 0.56774
H -2.53980 -2.96600 -0.56311
*
```

Output
- Orbital gap: 9.61 eV
- Energy above the lowest of the compared OMol25 structures with the same formula, charge and spin: 46.5 kcal per mole
- SMILES: [H]/N=C(/C)Cn1cccn1
- Calculated total energy: -398.20131 a.u.
- HOMO: -8.733 eV
- LUMO energy: 0.03236 Eh

---

(4)
This record from the OMol25 dataset describes one molecule with the formula C6H9N3 in a non-equilibrium geometry. The level of theory is wB97M-V/def2-TZVPD.

Structure (ORCA input):
```
! RIJCOSX wB97M-V def2-TZVPD def2/J DEFGRID3
* xyz 0 1
C 0.99045 2.91154 -0.39121
C 0.54452 1.78072 -0.35226
C 0.35123 0.37910 -0.14148
N -0.95514 -0.15000 -0.58130
N -1.97276 0.39667 0.06765
C -3.21326 -0.00592 0.01162
C 0.90213 -0.13752 1.19614
C 1.56544 -0.54650 -0.10485
N 1.14641 -1.82696 -0.57547
H 1.57188 3.78515 -0.24829
H -0.90250 -1.14701 -0.56421
H -3.89960 0.60406 0.51968
H -3.51055 -0.72335 -0.73502
H 1.42887 0.58886 1.84421
H 0.25814 -1.01682 1.51453
H 2.57391 -0.13283 -0.45797
H 1.82579 -2.26303 -1.20119
H 1.29503 -2.49615 0.19940
*
```

Output
- Orbital gap: 9.13 eV
- Energy above the lowest of the compared OMol25 structures with the same formula, charge and spin: 105.6 kcal per mole
- SMILES: C#C[C@]1(NN=C)C[C@H]1N
- Calculated total energy: -398.10724 a.u.
- HOMO: -8.289 eV
- LUMO energy: 0.03075 Eh

---

(5)
This record from the OMol25 dataset describes C6H9N3 as an isolated structure in a non-equilibrium geometry. The level of theory is wB97M-V/def2-TZVPD.

Structure (ORCA input):
```
! RIJCOSX wB97M-V def2-TZVPD def2/J DEFGRID3
* xyz 0 1
C -1.55391 1.33380 0.64022
C -0.21166 1.21990 0.27300
C -0.16177 -0.10209 -0.15163
C 2.29398 -1.07329 -0.97088
C 0.93718 2.26225 0.31201
C -1.44838 -2.18011 0.06699
N -2.21233 0.19374 0.50044
N 1.09827 -1.08432 -1.22864
N -1.29481 -0.72142 0.11589
H -2.23966 2.04732 1.00290
H 2.99938 -1.56886 -1.63813
H 2.68434 -0.55248 -0.18614
H 0.53902 3.20006 0.15052
H 1.34423 2.26416 1.35228
H 1.72842 2.07984 -0.51182
H -1.58626 -2.45892 1.08076
H -2.44806 -2.39017 -0.35024
H -0.46799 -2.46943 -0.45753
*
```

Output
- Orbital gap: 9.68 eV
- Energy above the lowest of the compared OMol25 structures with the same formula, charge and spin: 85.3 kcal per mole
- Calculated total energy: -398.13958 a.u.
- HOMO: -8.816 eV
- LUMO energy: 0.03180 Eh

---

(6)
This record from the OMol25 dataset describes one molecule with the formula C6H9N3 in a non-equilibrium geometry. The level of theory is wB97M-V/def2-TZVPD.

Structure (ORCA input):
```
! RIJCOSX wB97M-V def2-TZVPD def2/J DEFGRID3
* xyz 0 1
H -1.20529 1.14191 -3.00257
N -1.66708 0.79621 -2.15322
C -0.84243 0.07108 -1.50399
C -1.65243 -0.43683 -0.30652
C -0.21092 -0.60944 -0.26005
N 0.34756 -1.93274 -0.49792
C 0.60900 0.32838 0.53033
C 1.27005 -0.13337 1.79746
C 0.66002 1.56940 0.10677
N 0.77819 2.69412 -0.24738
H -2.12161 0.33114 0.29998
H -2.28812 -1.28444 -0.53746
H -0.21055 -2.49910 -1.13267
H 0.62640 -2.43592 0.34013
H 2.07349 -0.84432 1.57911
H 0.54726 -0.62494 2.45607
H 1.70633 0.70698 2.34619
H 1.58012 3.16188 0.18573
*
```

Output
- Orbital gap: 8.45 eV
- Energy above the lowest of the compared OMol25 structures with the same formula, charge and spin: 125.8 kcal per mole
- SMILES: [H]/N=C1/C[C@]1(N)C(C)=C=N
- Calculated total energy: -398.07494 a.u.
- HOMO: -8.005 eV
- LUMO energy: 0.01636 Eh

---

Please write out number 3 again, unchanged.
This record from the OMol25 dataset describes one molecule with the formula C6H9N3 in a non-equilibrium geometry. The level of theory is wB97M-V/def2-TZVPD.

Structure (ORCA input):
```
! RIJCOSX wB97M-V def2-TZVPD def2/J DEFGRID3
* xyz 0 1
H -1.04827 1.57356 -1.01543
N -0.09226 1.44866 -1.21536
C 0.81931 0.87250 -0.55912
C 2.23864 0.70058 -0.94465
C 0.54158 0.01452 0.86830
N -0.67550 -0.62792 0.52459
C -1.90548 -0.08058 0.82270
C -2.84113 -0.99551 0.44086
C -2.06764 -2.04551 -0.13783
N -0.78526 -1.77057 -0.10920
H 2.87428 1.22279 -0.06123
H 2.68049 -0.34695 -1.03206
H 2.48364 1.22280 -1.98967
H 1.26335 -0.87000 1.00180
H 0.48571 0.85527 1.66967
H -2.16808 0.77180 1.33504
H -3.88196 -0.96870 0.56774
H -2.53980 -2.96600 -0.56311
*
```

Output
- Orbital gap: 9.61 eV
- Energy above the lowest of the compared OMol25 structures with the same formula, charge and spin: 46.5 kcal per mole
- SMILES: [H]/N=C(/C)Cn1cccn1
- Calculated total energy: -398.20131 a.u.
- HOMO: -8.733 eV
- LUMO energy: 0.03236 Eh